13
Properties=species:S:1:pos:R:3 method="wB97M-V/def2-TZVPD" lumo_ev=0.7 homo_energy_ev=-9.91 e_above_lowest_kj_mol=434.7 gap_ev=10.6
C 1.248 -0.559 0.821
C -0.235 -0.423 0.959
C -0.895 0.651 0.145
C -0.651 0.515 -1.383
H 1.931 -1.278 1.541
H 1.565 -0.723 -0.498
H 1.691 0.393 1.162
H -0.547 -0.258 1.751
H -0.583 -1.326 0.738
H 0.355 0.663 -1.803
H -1.329 1.451 -2.030
H -0.932 -0.675 -1.943
O -1.619 1.569 0.540